A 2-piece molecular cluster, C4H12N2O2 overall in a non-equilibrium geometry. Source: OMol25; level of theory: ωB97M-V/def2-TZVPD.

Electronic energy: -11416.0297 eV
ΔE to the lowest compared entry with this formula, charge and spin: 307.5 kJ/mol
SMILES string: CN(C)C(=O)CN.O
HOMO level: -0.3371 Eh

The geometry in ORCA input format:
```
! RIJCOSX wB97M-V def2-TZVPD def2/J DEFGRID3
* xyz 0 1
N -2.323 2.690 -1.559
C -1.928 1.322 -1.451
C -0.801 1.091 -0.342
N -0.600 -0.217 0.027
C 0.596 -0.355 0.845
C -1.658 -1.279 -0.079
O -0.062 1.962 0.081
H -2.957 2.835 -0.741
H -1.575 3.400 -1.299
H -2.669 0.508 -1.459
H -1.456 0.948 -2.509
H 1.332 -1.059 0.485
H 0.378 -0.715 1.878
H 1.262 0.563 1.075
H -0.928 -2.208 -0.361
H -2.056 -1.383 0.897
H -2.446 -1.072 -0.749
H 6.474 -1.853 1.845
H 5.567 -2.888 2.054
O 5.851 -2.289 1.362
*
```

C41H44CdNO2Sb2Te as an isolated structure. Source: OMol25; level of theory: ωB97M-V/def2-TZVPD.

Electronic energy: -73742.8555 eV
ΔE to the lowest compared entry with this formula, charge and spin: 9.7 kJ/mol
HOMO level: -0.3679 Eh

The geometry in ORCA input format:
```
! RIJCOSX wB97M-V def2-TZVPD def2/J DEFGRID3
* xyz 1 1
Cd -0.365 -0.715 -0.058
C -1.688 -2.937 -2.828
Sb -1.393 -3.327 -0.750
C -3.140 -4.499 -0.456
C 0.092 -4.897 -0.904
C 0.861 -4.815 -2.189
C 0.326 -5.427 -3.328
C 0.955 -5.359 -4.559
C 2.155 -4.669 -4.673
C 2.710 -4.081 -3.549
C 2.087 -4.142 -2.297
C 2.784 -3.513 -1.118
Sb 2.288 -1.441 -0.782
C 3.124 -0.672 -2.576
C 3.860 -1.002 0.571
H -2.045 -3.834 -3.333
H -0.752 -2.621 -3.290
H -2.431 -2.145 -2.928
H -3.161 -5.249 -1.247
H -4.019 -3.860 -0.524
H -3.116 -4.979 0.520
H -0.489 -5.817 -0.846
H 0.713 -4.834 -0.013
H -0.606 -5.979 -3.233
H 0.519 -5.852 -5.421
H 2.667 -4.610 -5.626
H 3.668 -3.574 -3.630
H 3.861 -3.483 -1.286
H 2.609 -4.038 -0.180
H 4.174 -0.965 -2.596
H 3.041 0.412 -2.581
H 2.609 -1.088 -3.442
H 4.796 -1.177 0.043
H 3.789 -1.654 1.440
H 3.797 0.035 0.892
C -4.819 1.734 4.850
C -3.646 1.197 4.060
C -2.778 0.240 4.591
C -1.695 -0.235 3.882
C -0.829 -1.308 4.488
O -1.349 -2.292 4.968
C 0.663 -1.152 4.479
C 1.455 -2.265 4.746
C 2.838 -2.154 4.751
C 3.436 -0.922 4.501
C 2.646 0.194 4.250
C 1.264 0.076 4.234
C -1.450 0.175 2.564
O -0.414 -0.346 1.966
C -2.333 1.130 1.982
C -3.396 1.621 2.773
C -2.212 1.662 0.611
N -1.611 1.064 -0.374
C -1.396 1.746 -1.666
C 0.072 1.647 -2.078
Te 1.399 2.323 -0.505
C 2.256 3.797 -1.737
C 1.475 4.889 -2.107
C 1.995 5.841 -2.976
C 3.292 5.710 -3.458
C 4.075 4.631 -3.068
C 3.558 3.668 -2.207
C -2.849 2.995 0.367
C -2.308 4.125 0.967
C -2.886 5.368 0.749
C -4.016 5.481 -0.052
C -4.563 4.348 -0.644
C -3.975 3.107 -0.440
H -4.850 1.301 5.849
H -5.767 1.505 4.359
H -4.761 2.819 4.959
H -2.950 -0.153 5.589
H 0.967 -3.209 4.953
H 3.451 -3.021 4.965
H 4.515 -0.830 4.515
H 3.109 1.158 4.073
H 0.647 0.949 4.042
H -4.066 2.355 2.339
H -1.679 2.791 -1.617
H -2.023 1.270 -2.420
H 0.287 2.274 -2.941
H 0.337 0.621 -2.347
H 0.472 5.005 -1.713
H 1.389 6.692 -3.265
H 3.694 6.452 -4.136
H 5.092 4.535 -3.433
H 4.172 2.828 -1.904
H -1.433 4.027 1.600
H -2.462 6.248 1.218
H -4.476 6.449 -0.210
H -5.445 4.432 -1.268
H -4.401 2.219 -0.896
*
```

One molecule with the formula C6H8NP in a non-equilibrium geometry. Source: OMol25; level of theory: ωB97M-V/def2-TZVPD.

Electronic energy: -17124.4474 eV
ΔE to the lowest compared entry with this formula, charge and spin: 292.1 kJ/mol
SMILES string: C#CP(C#C)N(C)C
HOMO level: -0.3290 Eh

The geometry in ORCA input format:
```
! RIJCOSX wB97M-V def2-TZVPD def2/J DEFGRID3
* xyz 0 1
C 0.666 -2.522 1.396
C 1.309 -1.064 -2.696
C 0.827 -1.465 0.841
C 1.685 -0.399 -1.766
C -1.275 0.028 0.024
C -0.248 2.183 0.749
N -0.131 0.841 0.369
P 1.461 0.103 0.309
H 0.089 -3.156 1.953
H 1.251 -1.543 -3.612
H -1.530 0.212 -1.044
H -0.927 -1.027 0.017
H -2.273 0.274 0.579
H -0.427 2.853 -0.020
H -1.058 2.243 1.584
H 0.583 2.438 1.317
*
```

C4H5N3O as an isolated structure in a non-equilibrium geometry. Source: OMol25; level of theory: ωB97M-V/def2-TZVPD.

Electronic energy: -10738.9616 eV
ΔE to the lowest compared entry with this formula, charge and spin: 834.9 kJ/mol
HOMO level: -0.3498 Eh

The geometry in ORCA input format:
```
! RIJCOSX wB97M-V def2-TZVPD def2/J DEFGRID3
* xyz 0 1
C 0.932 -0.786 0.314
C -0.120 0.355 0.440
C -1.398 0.481 -0.413
C -1.796 1.838 -0.956
H 2.760 0.217 1.417
H 2.766 -1.391 -0.489
H -0.610 -2.175 0.325
H 0.328 1.446 0.654
H -1.767 -0.290 -1.086
N 2.239 -0.441 0.287
N 0.293 -1.909 0.346
N -2.264 2.551 -1.914
O -1.361 0.104 1.076
*
```

One molecule with the formula C5H9NO in a non-equilibrium geometry. Source: OMol25; level of theory: ωB97M-V/def2-TZVPD.

Electronic energy: -8867.6839 eV
ΔE to the lowest compared entry with this formula, charge and spin: 147.5 kJ/mol
SMILES string: COC[C@@H](C)C#N
HOMO level: -0.3821 Eh

The geometry in ORCA input format:
```
! RIJCOSX wB97M-V def2-TZVPD def2/J DEFGRID3
* xyz 0 1
C -0.537 -1.443 1.946
O 0.234 -0.526 1.216
C -0.470 0.439 0.478
C 0.517 0.864 -0.614
C 0.779 -0.236 -1.650
C 0.084 2.095 -1.286
N -0.266 3.040 -1.853
H 0.108 -2.304 2.133
H -1.415 -1.772 1.371
H -0.873 -1.032 2.908
H -0.755 1.306 1.096
H -1.391 0.022 0.041
H 1.448 1.069 -0.072
H 1.550 0.083 -2.357
H 1.118 -1.142 -1.142
H -0.130 -0.464 -2.217
*
```

A 2-piece molecular cluster, C2HNO3S overall in a non-equilibrium geometry. Source: OMol25; level of theory: ωB97M-V/def2-TZVPD.

Electronic energy: -20556.4796 eV
ΔE to the lowest compared entry with this formula, charge and spin: 135.2 kJ/mol
SMILES string: O=C=NS.O=C=O
HOMO level: -0.3387 Eh

The geometry in ORCA input format:
```
! RIJCOSX wB97M-V def2-TZVPD def2/J DEFGRID3
* xyz 0 1
C 0.512 -1.203 0.025
C -1.752 0.025 -0.123
N 0.949 -0.106 -0.042
O 0.233 -2.316 0.037
O -2.119 -1.041 -0.217
O -1.310 1.058 0.009
S 1.027 1.582 -0.064
H 2.459 1.999 0.375
*
```

Q: Which of these has the lowest HOMO level?
A: C5H9NO

Q: ΔE to the lowest compared entry with this formula, charge and spin of number 2 (C41H44CdNO2Sb2Te)?
A: 9.7 kJ/mol

Q: The highest electronic energy belongs to which entry?
A: C5H9NO